A) A 9-piece molecular cluster, C8H34O9 overall, computed with the ωB97M-V functional and the def2-TZVPD basis.

```
51
C8H34O9 (the ωB97M-V functional and the def2-TZVPD basis)
C -3.54 -2.50 -3.29
C -3.04 -1.32 -2.47
O -2.22 -0.50 -3.29
H -2.66 -3.20 -3.49
H -3.91 -2.13 -4.23
H -4.33 -3.03 -2.81
H -2.44 -1.67 -1.62
H -3.89 -0.70 -2.08
H -1.37 -1.00 -3.44
C 2.01 -0.56 4.12
C 2.43 -0.18 2.75
O 2.30 -1.38 1.96
H 2.53 -1.44 4.49
H 0.93 -0.79 4.19
H 2.17 0.27 4.79
H 3.43 0.14 2.67
H 1.70 0.53 2.33
H 1.59 -1.87 2.36
C -2.76 -2.10 2.15
C -1.33 -1.90 2.70
O -0.37 -1.33 1.84
H -3.35 -2.61 2.91
H -2.70 -2.75 1.26
H -3.24 -1.18 1.89
H -1.00 -2.97 2.90
H -1.35 -1.41 3.71
H -0.49 -0.37 1.82
C 3.10 4.23 -0.88
C 1.64 4.10 -1.15
O 1.25 2.89 -0.61
H 3.42 3.86 0.09
H 3.51 5.20 -1.03
H 3.62 3.57 -1.55
H 1.40 4.14 -2.25
H 1.03 4.92 -0.67
H 1.57 2.06 -1.04
O 2.98 0.80 -1.19
H 2.25 0.17 -1.05
H 3.47 0.89 -0.36
O -1.13 1.41 1.80
H -1.83 1.29 1.12
H -0.62 2.21 1.57
O 0.54 -2.01 -3.32
H 0.96 -1.82 -4.16
H 0.90 -1.45 -2.63
O -1.70 1.10 -1.31
H -1.02 1.74 -1.39
H -1.95 0.74 -2.19
O 0.80 -0.62 -0.85
H -0.12 -0.31 -1.00
H 0.83 -1.19 -0.07
```

Values from the calculation:
**Kohn-Sham gap**: 0.388 Ha
**SMILES**: CCO.CCO.CCO.CCO.O.O.O.O.O
**HOMO energy**: -10.00 eV
**LUMO level**: 0.55 eV

***

B) A 9-piece molecular cluster, C8H34O9 overall, computed with the ωB97M-V functional and the def2-TZVPD basis.

```
51
C8H34O9 (the ωB97M-V functional and the def2-TZVPD basis)
C 4.21 2.16 0.26
O 3.33 1.20 0.83
H 4.75 2.66 1.06
H 4.93 1.67 -0.41
H 3.56 2.80 -0.33
H 3.83 0.72 1.50
C -3.92 1.22 1.25
O -3.14 0.64 0.22
H -3.55 0.86 2.21
H -3.88 2.31 1.18
H -4.96 0.94 1.14
H -3.39 1.11 -0.58
C 1.04 -2.37 2.81
O 0.60 -3.52 2.20
H 0.26 -1.90 3.40
H 1.88 -2.69 3.43
H 1.41 -1.64 2.08
H -0.07 -3.97 2.72
C -1.27 2.82 -2.99
O -0.07 3.38 -3.54
H -1.40 1.77 -3.25
H -1.17 2.87 -1.90
H -2.22 3.27 -3.26
H -0.17 3.35 -4.50
C -2.40 -1.55 -1.81
O -2.44 -2.56 -2.84
H -1.49 -1.69 -1.22
H -2.52 -0.54 -2.20
H -3.18 -1.69 -1.06
H -2.00 -3.33 -2.48
C -2.72 -1.77 3.23
O -1.78 -0.76 2.84
H -2.18 -2.71 3.05
H -2.81 -1.84 4.31
H -3.73 -1.79 2.82
H -1.69 -0.81 1.89
C 0.03 0.84 -0.52
O 1.30 1.26 -0.99
H 0.20 -0.04 0.10
H -0.43 1.58 0.13
H -0.61 0.53 -1.35
H 1.94 1.11 -0.29
C 3.34 -2.04 -0.63
O 3.94 -3.27 -0.92
H 3.59 -1.71 0.38
H 3.66 -1.26 -1.31
H 2.25 -2.09 -0.63
H 3.73 -3.99 -0.32
O 2.02 3.79 -1.81
H 2.12 2.90 -1.48
H 1.29 3.74 -2.42
```

Values from the calculation:
**Kohn-Sham gap**: 0.376 Ha
**SMILES**: CO.CO.CO.CO.CO.CO.CO.CO.O
**HOMO energy**: -9.88 eV
**LUMO level**: 0.37 eV

***

Which of them is most stable? Easy: A).

***

A) One molecule with the formula C9H12N2, computed with the ωB97M-V functional and the def2-TZVPD basis.

```
23
C9H12N2 (the ωB97M-V functional and the def2-TZVPD basis)
C 2.32 -0.04 -0.78
C 1.48 0.96 -1.57
C 0.15 1.26 -0.94
C -0.08 1.35 0.37
C -1.41 1.61 0.93
C -2.36 0.71 1.20
C -2.29 -0.73 1.10
C -1.32 -1.53 1.61
N -1.37 -2.91 1.60
C -0.21 -0.98 2.29
N 0.70 -0.58 2.87
H 3.21 -0.31 -1.35
H 1.74 -0.94 -0.58
H 2.63 0.38 0.17
H 1.30 0.56 -2.57
H 2.05 1.89 -1.69
H -0.67 1.40 -1.63
H 0.73 1.26 1.09
H -1.65 2.66 1.09
H -3.34 1.08 1.49
H -3.16 -1.22 0.67
H -0.50 -3.39 1.73
H -1.98 -3.33 0.91
```

Values from the calculation:
**Kohn-Sham gap**: 0.331 Ha
**SMILES**: CC/C=C/C=C\C=C(\N)C#N
**HOMO energy**: -8.35 eV
**LUMO level**: 0.65 eV

***

B) One molecule with the formula C9H12N2, computed with the ωB97M-V functional and the def2-TZVPD basis.

```
23
C9H12N2 (the ωB97M-V functional and the def2-TZVPD basis)
N -3.53 -0.78 -0.18
C -2.25 -0.28 -0.10
C -2.09 1.16 -0.08
C -0.71 1.58 0.05
C 0.44 0.81 0.19
C 0.22 -0.61 -0.05
N -1.12 -1.13 0.05
C 1.32 -1.47 0.34
C 2.61 -1.19 -0.26
C 2.69 0.41 -0.47
C 1.86 1.45 0.37
H -3.95 0.31 0.23
H -3.81 -1.54 0.50
H -2.67 2.23 -0.52
H -0.39 2.63 -0.30
H 1.04 -2.55 0.47
H 1.45 -1.06 1.50
H 2.43 -1.68 -1.19
H 3.50 -1.53 0.36
H 3.78 0.24 -0.20
H 2.53 0.93 -1.54
H 2.03 1.70 1.64
H 1.99 2.52 -0.07
```

Values from the calculation:
**Kohn-Sham gap**: 0.313 Ha
**SMILES**: Nc1ccc2c(n1)CCCC2
**HOMO energy**: -8.05 eV
**LUMO level**: 0.47 eV

***

Which of them is most stable? Easy: A).

***

A) One molecule with the formula C5H10S3, computed with the ωB97M-V functional and the def2-TZVPD basis.

```
18
C5H10S3 (the ωB97M-V functional and the def2-TZVPD basis)
C -0.63 -0.20 -3.66
S -1.29 -0.23 -1.92
C -0.07 -0.85 -0.92
S 1.49 -1.06 -1.42
C -0.46 -1.04 0.53
C -0.08 0.31 1.11
C -0.45 0.64 2.54
S 0.61 1.78 3.47
H -1.47 -0.36 -4.50
H 0.24 0.61 -3.92
H 0.12 -1.21 -3.70
H -1.58 -1.05 0.56
H -0.08 -2.10 0.84
H -0.63 1.23 0.50
H 1.01 0.22 1.14
H -0.60 -0.45 2.91
H -1.57 1.23 2.59
H 1.85 0.91 3.84
```

Values from the calculation:
**Kohn-Sham gap**: 0.314 Ha
**SMILES**: CSC(=S)CCCS
**HOMO energy**: -8.63 eV
**LUMO level**: -0.09 eV

***

B) One molecule with the formula C5H10S3, computed with the ωB97M-V functional and the def2-TZVPD basis.

```
18
C5H10S3 (the ωB97M-V functional and the def2-TZVPD basis)
C -3.32 -0.89 -0.65
C -2.21 -0.09 -0.14
S -2.45 1.42 0.24
S -0.73 -0.94 -0.12
C 0.45 -0.02 0.81
C 1.80 -0.75 1.16
C 2.66 -0.85 -0.17
S 3.18 0.82 -0.64
H -4.27 -0.46 -0.43
H -3.11 -0.85 -1.71
H -3.27 -1.94 -0.34
H -0.07 0.13 1.75
H 0.70 1.01 0.56
H 2.30 -0.07 1.86
H 1.60 -1.73 1.53
H 2.03 -1.14 -1.02
H 3.64 -1.44 -0.13
H 4.16 1.09 0.29
```

Values from the calculation:
**Kohn-Sham gap**: 0.319 Ha
**SMILES**: CC(=S)SCCCS
**HOMO energy**: -8.48 eV
**LUMO level**: 0.20 eV

***

C) One molecule with the formula C5H10S3, computed with the ωB97M-V functional and the def2-TZVPD basis.

```
18
C5H10S3 (the ωB97M-V functional and the def2-TZVPD basis)
C -1.87 0.96 1.60
S -2.00 0.91 -0.22
C -0.82 2.02 -0.83
C 0.51 2.05 -0.59
S 1.53 0.78 0.32
C 1.04 -0.59 -0.82
S 1.33 -2.37 -0.31
C -0.22 -2.62 0.67
H -2.67 0.31 1.93
H -2.18 2.00 2.04
H -0.85 0.74 1.99
H -1.08 2.85 -1.58
H 1.12 2.93 -0.99
H -0.06 -0.52 -1.05
H 1.59 -0.32 -1.70
H -0.15 -3.60 1.20
H -1.14 -2.69 0.04
H -0.13 -1.78 1.45
```

Values from the calculation:
**Kohn-Sham gap**: 0.335 Ha
**SMILES**: CS/C=C\SCSC
**HOMO energy**: -8.55 eV
**LUMO level**: 0.56 eV

***

Which of them is most stable? Easy: B).

***

A) C37H41Cl5GeN3O3PV as an isolated structure, computed with the ωB97M-V functional and the def2-TZVPD basis.

```
92
C37H41Cl5GeN3O3PV (the ωB97M-V functional and the def2-TZVPD basis)
V -1.47 1.04 0.21
C -2.28 -5.09 -1.16
C -3.20 -4.15 -1.68
C -2.81 -2.84 -1.81
C -1.50 -2.43 -1.67
C -0.57 -3.42 -1.39
C -1.00 -4.70 -1.09
P -0.96 -0.68 -1.73
C 0.46 -0.63 -2.86
C 0.80 -1.64 -3.82
C 2.08 -1.62 -4.42
C 2.94 -0.54 -4.29
C 2.60 0.52 -3.45
C 1.39 0.44 -2.74
C -2.23 0.32 -2.55
C -2.79 0.12 -3.83
C -3.54 1.12 -4.35
C -3.85 2.24 -3.57
C -3.28 2.46 -2.34
C -2.45 1.45 -1.74
H -2.60 -6.11 -0.98
H -4.20 -4.46 -2.01
H -3.57 -2.15 -2.19
H 0.51 -3.23 -1.51
H -0.29 -5.52 -0.95
H 0.21 -2.55 -3.86
H 2.46 -2.48 -4.93
H 3.87 -0.34 -4.77
H 3.21 1.37 -3.31
H 1.06 1.30 -2.09
H -2.59 -0.73 -4.46
H -3.96 1.08 -5.32
H -4.57 3.00 -3.92
H -3.50 3.34 -1.82
Cl 1.02 1.24 4.73
C 1.38 2.11 3.29
C 2.16 3.29 3.37
C 2.39 4.04 2.31
Cl 3.45 5.42 2.45
C 1.84 3.72 1.03
C 2.05 4.50 -0.16
C 1.25 4.25 -1.24
C 0.34 3.18 -1.18
N 0.29 2.35 -0.12
C 1.05 2.58 0.97
C 0.82 1.71 2.09
O 0.02 0.56 1.91
H 2.51 3.61 4.29
H 2.71 5.33 -0.04
H 1.37 4.83 -2.16
H -0.33 2.94 -1.98
N -4.46 0.40 1.35
N -3.21 -0.34 0.98
H -4.64 0.87 0.49
H -4.04 1.24 1.83
H -3.47 -0.93 0.24
H -2.98 -0.92 1.81
C -0.43 -2.80 5.31
C -0.26 -3.78 4.22
C 0.77 -3.34 3.19
C 0.16 -2.40 2.17
Ge 1.25 -0.89 1.70
C 2.03 -0.82 -0.05
C 3.52 -1.29 -0.11
C 4.46 -0.16 0.35
C 5.97 -0.50 0.56
H -1.40 -2.97 5.89
H -0.43 -1.77 4.95
H 0.39 -2.73 5.99
H -1.18 -3.79 3.57
H -0.02 -4.80 4.53
H 1.17 -4.20 2.62
H 1.52 -2.77 3.78
H -0.80 -2.03 2.67
H -0.26 -2.88 1.23
H 2.28 -0.71 2.91
H 1.98 0.22 -0.46
H 1.46 -1.56 -0.70
H 3.74 -1.50 -1.16
H 3.72 -2.29 0.45
H 4.11 0.18 1.35
H 4.38 0.78 -0.17
H 6.14 -1.43 1.13
H 6.48 0.27 1.21
H 6.53 -0.56 -0.38
Cl -3.73 6.32 1.57
C -3.78 4.55 1.55
Cl -4.17 4.02 3.22
Cl -5.04 4.13 0.40
C -2.37 3.87 1.03
O -1.71 4.58 0.29
O -2.39 2.63 1.30
```

Values from the calculation:
**Kohn-Sham gap (spin up / spin down)**: 0.245 / 0.285 Ha
**2S+1**: 4
**HOMO energy (spin up / spin down)**: -7.21 / -8.33 eV
**LUMO level (spin up / spin down)**: -0.55 / -0.59 eV

***

B) C37H41Cl5GeN3O3PV as an isolated structure, computed with the ωB97M-V functional and the def2-TZVPD basis.

```
92
C37H41Cl5GeN3O3PV (the ωB97M-V functional and the def2-TZVPD basis)
V 1.23 0.27 -0.62
C 3.83 1.92 4.55
C 2.71 1.17 4.97
C 2.11 0.30 4.07
C 2.53 0.08 2.78
C 3.67 0.77 2.41
C 4.31 1.68 3.29
P 1.79 -0.91 1.52
C 3.00 -2.32 1.30
C 4.17 -2.57 2.03
C 4.89 -3.71 1.73
C 4.43 -4.60 0.80
C 3.36 -4.32 0.02
C 2.59 -3.19 0.28
C 0.50 -1.64 2.53
C 0.81 -2.59 3.52
C -0.14 -3.25 4.21
C -1.49 -3.04 4.05
C -1.84 -2.14 3.06
C -0.90 -1.49 2.24
H 4.38 2.48 5.32
H 2.34 1.36 6.01
H 1.13 -0.24 4.39
H 4.16 0.62 1.42
H 5.30 2.12 2.95
H 4.54 -1.85 2.79
H 5.77 -4.02 2.33
H 5.01 -5.47 0.64
H 3.07 -4.99 -0.81
H 1.80 -3.04 -0.43
H 1.88 -2.81 3.71
H 0.20 -3.97 4.94
H -2.26 -3.51 4.67
H -2.91 -2.00 2.89
Cl -0.40 -3.98 -2.72
C -0.53 -2.42 -3.48
C -1.11 -2.22 -4.75
C -1.16 -0.93 -5.32
Cl -1.94 -0.54 -6.80
C -0.58 0.16 -4.64
C -0.56 1.50 -5.12
C -0.04 2.47 -4.30
C 0.54 2.15 -3.11
N 0.47 0.95 -2.57
C -0.05 -0.06 -3.34
C -0.04 -1.34 -2.72
O 0.45 -1.48 -1.52
H -1.34 -3.07 -5.37
H -1.09 1.75 -6.05
H -0.07 3.50 -4.67
H 0.94 3.04 -2.59
N -0.29 4.46 0.19
N -0.26 3.25 1.04
H -0.38 4.18 -0.79
H 0.64 4.91 0.27
H -0.80 3.41 1.90
H 0.67 3.03 1.30
C -3.16 2.96 -0.71
C -4.14 2.78 0.46
C -4.33 1.28 0.86
C -3.04 0.79 1.59
Ge -1.72 -0.46 0.74
C -2.43 -1.98 -0.32
C -3.60 -1.59 -1.21
C -3.29 -0.38 -2.02
C -4.41 0.10 -2.92
H -3.01 4.02 -0.96
H -3.51 2.40 -1.58
H -2.20 2.50 -0.48
H -5.21 3.21 0.16
H -3.83 3.38 1.30
H -4.54 0.64 -0.05
H -5.13 1.16 1.64
H -3.29 0.19 2.50
H -2.45 1.69 1.90
H -0.68 0.53 0.00
H -2.80 -2.65 0.45
H -1.60 -2.41 -0.87
H -4.43 -1.31 -0.53
H -3.83 -2.42 -1.88
H -2.43 -0.70 -2.68
H -2.96 0.47 -1.47
H -4.82 -0.60 -3.66
H -4.13 0.93 -3.49
H -5.16 0.44 -2.19
Cl 3.77 3.88 -2.78
C 4.32 2.80 -1.44
Cl 4.80 3.90 -0.07
Cl 5.80 1.88 -1.87
C 3.13 1.83 -1.05
O 3.05 0.70 -1.57
O 2.25 2.22 -0.23
```

Values from the calculation:
**Kohn-Sham gap (spin up / spin down)**: 0.261 / 0.267 Ha
**2S+1**: 4
**HOMO energy (spin up / spin down)**: -7.36 / -7.61 eV
**LUMO level (spin up / spin down)**: -0.27 / -0.36 eV

***

C) C37H41Cl5GeN3O3PV as an isolated structure, computed with the ωB97M-V functional and the def2-TZVPD basis.

```
92
C37H41Cl5GeN3O3PV (the ωB97M-V functional and the def2-TZVPD basis)
V -18.25 4.68 8.17
C -21.53 8.30 12.33
C -20.19 8.27 12.00
C -19.72 7.16 11.33
C -20.55 6.12 10.97
C -21.93 6.20 11.34
C -22.42 7.27 12.06
P -19.84 4.64 10.19
C -19.92 3.50 11.58
C -19.85 2.13 11.14
C -19.79 1.06 12.06
C -20.02 1.24 13.46
C -20.15 2.54 13.84
C -20.10 3.65 12.95
C -20.96 4.09 8.83
C -22.25 3.52 8.87
C -22.84 3.10 7.69
C -22.18 3.33 6.49
C -20.99 4.00 6.47
C -20.28 4.23 7.65
H -21.78 9.21 12.88
H -19.49 9.05 12.33
H -18.61 7.15 11.11
H -22.66 5.33 11.20
H -23.45 7.36 12.42
H -19.75 1.87 10.08
H -19.44 0.09 11.71
H -19.98 0.52 14.21
H -20.37 2.81 14.89
H -20.25 4.60 13.36
H -22.76 3.37 9.79
H -23.80 2.62 7.68
H -22.64 3.01 5.54
H -20.66 4.23 5.47
Cl -14.60 6.87 10.60
C -16.06 7.62 9.95
C -16.37 9.00 10.30
C -17.54 9.53 9.86
Cl -18.02 11.10 10.38
C -18.30 8.86 8.90
C -19.44 9.45 8.23
C -20.25 8.62 7.51
C -19.90 7.25 7.36
N -18.83 6.75 7.91
C -18.06 7.49 8.68
C -16.87 6.84 9.17
O -16.77 5.58 8.88
H -15.64 9.56 10.90
H -19.66 10.48 8.38
H -21.24 8.96 7.12
H -20.59 6.53 6.87
N -17.62 3.68 5.31
N -17.10 4.55 6.32
H -18.31 3.06 5.75
H -16.84 3.00 5.05
H -16.97 5.49 5.97
H -16.20 4.33 6.69
C -15.19 11.95 8.53
C -14.41 11.24 7.42
C -14.97 9.86 7.08
C -14.23 9.20 5.89
Ge -15.22 7.56 5.58
C -13.96 6.08 5.13
C -12.60 6.17 5.88
C -12.69 6.16 7.43
C -11.31 5.89 8.02
H -14.47 12.79 8.84
H -15.26 11.31 9.39
H -16.18 12.32 8.27
H -13.45 11.18 7.84
H -14.30 11.93 6.51
H -16.01 9.96 6.70
H -14.96 9.26 7.96
H -13.14 8.95 5.92
H -14.34 9.93 5.05
H -16.06 7.39 6.83
H -13.82 6.12 4.05
H -14.46 5.13 5.40
H -12.05 7.09 5.64
H -11.87 5.47 5.41
H -13.40 5.42 7.69
H -12.95 7.16 7.86
H -10.97 4.80 7.86
H -11.33 6.02 9.11
H -10.58 6.63 7.70
Cl -15.69 0.57 7.71
C -17.26 0.38 8.41
Cl -17.15 0.00 10.11
Cl -18.03 -1.08 7.62
C -18.12 1.61 8.05
O -19.11 1.43 7.39
O -17.70 2.80 8.51
```

Values from the calculation:
**Kohn-Sham gap (spin up / spin down)**: 0.262 / 0.275 Ha
**2S+1**: 4
**HOMO energy (spin up / spin down)**: -7.61 / -8.33 eV
**LUMO level (spin up / spin down)**: -0.48 / -0.83 eV

***

Which of them is most stable? Easy: B).